# 1
Density functional theory data (ωB97M-V/def2-TZVPD) for a structure of composition C40H50ClHfN10O5.

Structure (XYZ):
```
107
Properties=species:S:1:pos:R:3:forces:R:3:mulliken_charge:R:1
Hf -0.0784 -0.2296 -1.3948 0.1 0.1 0.4 1.1905
N 1.4891 -1.2389 -2.9198 0.0 0.0 0.0 -0.8356
C 0.8620 -2.0499 -3.9859 0.0 0.0 0.0 -0.7633
C -0.3342 -1.3049 -4.5372 0.0 0.0 0.0 -0.5406
N -1.2788 -1.0217 -3.4407 0.0 0.0 0.0 -0.6337
H 1.9497 -0.4318 -3.3330 0.0 0.0 0.0 0.1289
H 2.2104 -1.7771 -2.4482 0.0 0.0 0.0 0.3709
H 0.5463 -2.9950 -3.5426 0.0 0.0 0.0 0.2399
H 1.5663 -2.2698 -4.7905 0.0 0.0 0.0 0.5750
H -0.7937 -1.8830 -5.3417 0.0 0.0 0.0 0.5377
H -0.0157 -0.3466 -4.9483 0.0 0.0 0.0 0.1092
H -1.7570 -1.8768 -3.1669 0.0 0.0 0.0 0.2960
H -1.9894 -0.3700 -3.7565 0.0 0.0 0.0 0.2781
O -0.8299 1.4524 6.4618 0.0 0.0 0.0 -0.5246
C -1.9561 2.0719 5.8511 0.0 0.0 0.0 -0.9809
C -2.1798 1.4276 4.5120 0.0 0.0 -0.1 0.8803
C -2.5967 2.1785 3.4203 0.1 0.0 0.0 -1.0417
C -2.7241 1.5463 2.1960 0.0 0.0 0.1 -0.4697
N -2.4677 0.2581 2.0120 -0.1 0.3 -0.2 0.4295
C -2.0704 -0.4657 3.0494 0.2 -0.2 0.1 -0.3656
C -1.9319 0.0758 4.3246 0.0 0.0 -0.1 -0.3757
C -1.6716 -1.8689 2.7130 0.2 0.2 0.0 0.4394
C -0.7258 -2.5595 3.4634 0.0 0.0 -0.1 -0.8755
C -0.3074 -3.8195 3.0510 -0.5 0.1 0.3 0.6613
C 0.7670 -4.5558 3.8129 -0.3 0.2 0.8 -0.7495
O 0.7322 -4.3082 5.2050 -0.1 0.1 0.1 -0.5680
C -0.8744 -4.3471 1.9024 -1.2 0.1 1.7 -0.5939
C -1.7948 -3.5791 1.2054 -0.5 0.0 0.6 -0.8279
N -2.1790 -2.3649 1.5778 0.0 -0.3 0.1 -0.2464
H -0.7936 1.7097 7.3879 0.0 0.0 0.0 0.3083
H -1.7811 3.1416 5.7062 0.0 0.0 0.0 0.3524
H -2.8520 1.9544 6.4701 0.0 0.0 0.0 0.4780
H -2.7712 3.2433 3.5070 0.0 0.0 0.0 0.3993
H -3.0151 2.1121 1.3158 0.0 0.0 0.0 0.2057
H -1.6072 -0.5251 5.1607 0.0 -0.1 0.0 0.5360
H -0.2724 -2.1213 4.3403 0.0 0.1 0.1 0.5473
H 1.7436 -4.2022 3.4737 -0.5 0.2 0.8 -0.0681
H 0.7126 -5.6254 3.5893 -0.1 0.1 0.3 0.4778
H -0.0514 -4.7270 5.5758 0.0 0.0 0.0 0.4005
H -0.5937 -5.3272 1.5359 -0.9 0.7 1.2 1.1160
H -2.2350 -3.9583 0.2893 0.0 0.0 0.0 0.5759
Cl -5.5822 -0.9595 0.4008 0.0 0.0 0.0 -0.1877
C -4.5028 0.0686 -0.4560 0.0 0.1 -0.1 0.0718
C -4.9305 1.2647 -0.9976 0.0 0.0 0.0 -0.4247
C -4.0007 2.0662 -1.6491 0.1 0.0 0.0 -0.8629
C -2.6927 1.6421 -1.7366 0.0 0.0 0.0 -0.0793
N -2.2916 0.4673 -1.2196 0.0 -0.1 0.0 0.1495
C -3.1724 -0.3058 -0.5793 0.0 0.0 -0.1 -0.4800
H -5.9652 1.5654 -0.9034 0.0 0.0 0.0 0.4668
H -4.2883 3.0144 -2.0800 0.0 0.0 0.0 0.5181
H -1.9320 2.2313 -2.2317 0.0 0.0 0.0 0.1831
H -2.8205 -1.2242 -0.1207 0.0 0.0 0.0 0.2327
O 2.4697 -2.9852 1.7240 0.0 -0.2 0.0 -0.7183
C 1.8065 -4.0433 1.2314 0.5 -0.1 -0.8 -0.2177
C 2.0772 -5.2919 1.7940 0.6 -0.4 -1.2 -0.1493
C 1.4093 -6.4120 1.3473 0.2 -0.2 -0.4 -0.4588
C 0.4489 -6.3261 0.3352 0.7 -0.4 -0.7 -0.8470
C 0.1713 -5.0968 -0.2166 1.1 -0.2 -1.4 -0.5281
C 0.8431 -3.9459 0.2145 0.8 -0.3 -0.9 -0.4535
C 0.4934 -2.6511 -0.3670 -0.3 0.2 -0.1 0.9960
O 1.1747 -1.6019 -0.0797 0.0 -0.2 -0.1 -0.7606
O -0.4952 -2.5054 -1.1523 0.2 -0.2 0.1 -0.8404
H 2.2120 -2.1935 1.2145 -0.1 0.1 0.0 0.3544
H 2.8226 -5.3523 2.5755 0.1 -0.2 -0.3 0.7651
H 1.6376 -7.3731 1.7900 0.0 0.0 0.0 0.4138
H -0.0668 -7.2122 -0.0069 0.0 0.0 0.0 0.5116
H -0.5790 -4.9894 -0.9889 0.0 0.0 0.0 0.4543
C 3.6386 2.8523 0.4219 0.0 0.0 0.0 -1.5104
C 2.9712 2.6346 -0.9356 0.0 0.0 0.0 0.1901
C 3.3176 1.2378 -1.4403 0.0 0.0 0.0 -0.8609
C 1.4078 2.9582 -0.9180 0.0 0.0 0.0 3.7727
C 1.3132 4.4446 -0.6987 0.0 0.0 0.0 -1.4180
C 1.1330 5.3120 -1.6913 0.0 0.0 0.0 -1.3443
C 0.9828 4.8474 -3.0549 0.0 0.0 0.0 -0.6453
C 0.8802 3.5465 -3.3738 0.0 0.0 0.0 0.3555
C 0.7117 3.1443 -4.8261 0.0 0.0 0.0 0.0625
C 1.7841 2.1631 -5.3032 0.0 0.0 0.0 -1.3424
C -0.6985 2.6435 -5.1524 0.0 0.0 0.0 -1.2211
C 0.8696 2.5260 -2.2951 -0.1 0.1 0.0 -0.1859
N 0.4659 1.3435 -2.5551 0.1 0.2 -0.2 0.1733
H 4.7210 2.7897 0.3002 0.0 0.0 0.0 0.4942
H 3.3390 2.0802 1.1337 0.0 0.0 0.0 0.2419
H 3.4032 3.8218 0.8552 0.0 0.0 0.0 0.3074
H 3.3862 3.3600 -1.6423 0.0 0.0 0.0 0.6231
H 2.8083 0.4654 -0.8548 0.0 0.0 0.0 0.0009
H 4.3904 1.0755 -1.3239 0.0 0.0 0.0 0.6061
H 3.0780 1.1159 -2.4969 0.0 0.0 0.0 -0.0856
H 1.4402 4.7861 0.3155 0.0 0.0 0.0 0.4242
H 1.1187 6.3762 -1.4955 0.0 0.0 0.0 0.4179
H 0.9443 5.5879 -3.8475 0.0 0.0 0.0 0.4337
H 0.8581 4.0654 -5.3982 0.0 0.0 0.0 0.5925
H 1.6556 1.1887 -4.8330 0.0 0.0 0.0 0.1806
H 2.7843 2.5288 -5.0643 0.0 0.0 0.0 0.3311
H 1.7240 2.0309 -6.3850 0.0 0.0 0.0 0.4938
H -0.9152 1.7273 -4.6023 0.0 0.0 0.0 0.0745
H -0.7934 2.4437 -6.2218 0.0 0.0 0.0 0.4574
H -1.4472 3.3917 -4.8845 0.0 0.0 0.0 0.3351
N 0.7506 3.1317 3.7132 0.1 -0.1 0.0 -0.2738
C 0.8678 2.3440 2.6054 -0.1 0.3 0.0 -0.2344
N 1.1084 1.0360 2.8104 0.0 -0.2 -0.2 -0.1256
N 0.7918 2.9355 1.4393 0.0 -0.2 0.1 -0.3661
C 0.7654 2.1926 0.2824 0.1 0.0 0.0 -0.2401
N 0.3116 1.0033 0.1660 0.0 0.1 -0.2 0.5180
H 1.0371 2.7708 4.6092 0.0 0.0 0.0 0.2852
H 0.8818 4.1160 3.5532 0.0 0.0 0.0 0.2411
H 1.0133 0.6614 3.7387 0.0 -0.1 0.0 0.3607
H 0.9029 0.4475 2.0048 -0.1 0.0 0.2 -0.3017
```
Positions in Å, forces in eV/Å.

As for the multiplicity: 1. As for the total charge: +1.

# 2
Density functional theory data (ωB97M-V/def2-TZVPD) for a cluster of 2 separate species, C6H7ClIN2O2 in total.

Structure (XYZ):
```
19
Properties=species:S:1:pos:R:3:forces:R:3:mulliken_charge:R:1
C 0.3511 0.2846 0.4649 0.0 1.0 -1.0 0.2773
C 0.6786 -1.1027 0.7029 0.2 -1.2 0.2 0.4405
C -0.7402 0.4581 -0.4258 2.3 -1.4 2.2 -0.2627
C -1.5824 1.3932 -0.8804 -3.3 0.4 -1.9 -0.3120
C 1.0498 2.4392 1.3615 0.0 -4.3 -1.7 -0.2060
C 1.5765 -1.6246 1.8342 -1.6 0.5 1.0 -0.8083
N 1.1510 1.1591 1.1726 -0.4 2.1 1.5 -0.1851
N -1.4271 2.6999 -0.9770 -1.0 2.8 -0.5 -0.1378
O -2.3714 3.4162 -1.5201 1.9 -2.1 1.2 -0.5646
O 0.2108 -1.9878 0.0041 -0.5 -0.9 -0.7 -0.7109
Cl 2.0660 3.1489 2.5093 0.8 0.8 0.8 -0.1968
I 4.2994 -0.0239 -0.8777 -0.2 0.0 0.0 -0.1304
H 2.6946 -0.2462 -0.8263 0.1 0.1 0.0 0.1115
H -1.1029 -0.5044 -0.7242 0.1 -0.6 0.1 0.2940
H -2.5146 0.9139 -1.3015 0.6 1.0 0.1 0.2711
H 0.4533 3.0520 0.7502 -0.9 1.2 -0.4 0.3943
H 2.6188 -1.4314 1.5646 -0.1 0.3 0.9 0.1284
H 1.4009 -2.6976 1.8468 0.2 -0.1 -0.3 0.3692
H 1.1179 -1.3037 2.8484 1.6 0.2 -1.5 0.2284
```
Positions in Å, forces in eV/Å.

As for the multiplicity: 1. As for the total charge: -1.

# 3
Density functional theory data (ωB97M-V/def2-TZVPD) for a cluster of 2 separate species, C6H15NO2 in total.

Structure (XYZ):
```
24
Properties=species:S:1:pos:R:3:forces:R:3:mulliken_charge:R:1
C -0.1177 3.7986 2.7718 -0.3 0.3 -0.4 -0.4204
C -0.4050 2.9368 3.9840 -0.5 -0.1 0.3 -0.4216
O 0.7295 2.8779 4.8415 0.0 -0.1 -0.3 -0.3713
C 1.8445 2.3719 4.1157 0.3 -0.3 0.4 -0.4214
C 2.1318 3.2337 2.9035 0.5 0.1 -0.3 -0.4232
O 0.9973 3.2926 2.0460 0.0 0.1 0.3 -0.3585
H 0.0771 4.8415 3.0877 0.0 -0.3 0.0 0.3040
H -0.9787 3.8128 2.0762 0.4 -0.1 0.3 0.2927
H -0.6910 1.9167 3.6628 0.2 0.2 0.0 0.3030
H -1.2418 3.3489 4.5802 0.4 -0.1 -0.3 0.3048
H 2.7055 2.3577 4.8113 -0.4 0.1 -0.3 0.3023
H 1.6497 1.3290 3.7998 0.0 0.3 0.0 0.3017
H 2.4178 4.2538 3.2247 -0.2 -0.3 -0.1 0.3009
H 2.9686 2.8216 2.3073 -0.4 0.1 0.3 0.3066
C 3.3255 -1.7124 -1.8834 0.1 -0.2 0.1 -1.0162
C 3.5633 -1.0217 -3.2171 0.2 -0.1 -0.2 -0.2400
N 3.9779 0.3682 -2.9883 -0.4 0.4 -0.3 -0.6010
H 4.2410 -1.6722 -1.2695 -0.4 0.0 -0.2 0.2790
H 3.0501 -2.7696 -2.0354 0.1 0.4 0.1 0.3116
H 2.5107 -1.2123 -1.3333 0.3 -0.2 -0.1 0.2832
H 4.3893 -1.5278 -3.7529 -0.4 0.2 0.2 0.3013
H 2.6535 -1.1094 -3.8417 0.3 0.0 0.1 0.2483
H 4.1386 0.8442 -3.8829 -0.1 -0.2 0.5 0.2244
H 3.2196 0.8812 -2.5252 0.4 -0.2 -0.2 0.2099
```
Positions in Å, forces in eV/Å.

As for the multiplicity: 1. The SMILES is C1COCCO1.CCN.

# 4
Density functional theory data (ωB97M-V/def2-TZVPD) for a cluster of 2 separate species, C4H10N in total.

Structure (XYZ):
```
15
Properties=species:S:1:pos:R:3:forces:R:3:mulliken_charge:R:1
C 0.9114 -1.4145 -1.7568 -0.9 0.9 0.4 -0.7665
C -0.2265 -0.5197 -2.3189 -0.1 0.0 -0.8 -0.4255
C -0.5087 0.5467 -1.3268 1.2 -1.5 -0.5 0.1294
C -0.0593 0.4042 -0.1231 -2.0 2.8 -0.7 -0.2472
N -0.0777 1.2224 4.0639 0.2 0.4 -0.8 -0.6397
H 0.8380 -1.1923 -0.6435 0.2 -0.6 0.2 0.2119
H 0.7846 -2.4716 -1.9617 0.2 0.0 0.1 0.3283
H 1.8697 -1.0228 -2.0645 0.3 -0.2 0.0 0.3379
H 0.0132 -0.0453 -3.2710 0.1 -0.2 -0.1 0.3557
H -1.1486 -1.0750 -2.4824 -0.1 -0.1 0.0 0.3124
H -0.9622 1.4855 -1.6636 0.1 0.2 0.5 0.4044
H -0.4928 0.7525 0.8223 1.1 -1.4 0.9 0.3360
H -0.8263 0.8748 3.4871 -0.2 -0.3 0.3 0.2086
H 0.3360 0.4856 4.6104 -0.2 0.0 0.2 0.2231
H -0.4508 1.9696 4.6286 0.1 -0.1 0.3 0.2313
```
Positions in Å, forces in eV/Å.

As for the multiplicity: 1. As for the total charge: +1.

# 5
Density functional theory data (ωB97M-V/def2-TZVPD) for a cluster of 2 separate species, C8H10OS3 in total.

Structure (XYZ):
```
22
Properties=species:S:1:pos:R:3:forces:R:3:mulliken_charge:R:1
C 2.9647 1.3045 0.3544 0.6 0.1 0.1 -0.6205
C 1.8034 0.6407 0.7045 -0.9 -0.9 0.6 -0.4229
C 3.7492 0.6363 -0.5240 -3.7 -1.3 0.6 -0.5696
C 1.7064 -0.6080 0.0930 -2.0 -0.7 0.2 0.5973
C -3.1555 0.0711 0.1754 -2.4 -0.9 -2.0 -0.6286
C -2.0563 0.9933 0.4911 1.9 -0.3 0.3 -0.4084
C -1.2103 -0.4290 -1.5772 0.4 0.7 0.7 -0.3997
C 0.6482 -1.5624 0.2242 0.5 0.6 -0.1 -0.4850
O -0.3744 -1.5187 1.1486 3.4 1.7 1.2 -0.4630
S 2.9805 -0.8115 -1.0781 0.0 -0.1 0.7 -0.1446
S -2.5149 -1.3183 -0.9182 -0.9 0.4 0.4 -0.2122
S -0.9890 1.1870 -1.0665 -1.1 0.9 0.6 -0.1056
H 3.2371 2.2053 0.8286 0.4 1.0 0.3 0.4225
H 1.1012 0.9748 1.4687 0.2 -0.1 -0.3 0.4161
H 4.6617 0.7745 -0.8748 3.9 1.2 -1.4 0.5994
H -3.8419 -0.4276 0.8699 1.2 0.0 1.0 0.3725
H -3.9725 0.5944 -0.3386 0.5 0.1 -0.8 0.3375
H -2.3431 1.9174 1.0245 0.2 -0.3 -0.7 0.4719
H -1.3092 0.4279 1.0342 -0.1 0.3 0.9 0.1142
H -0.6725 -0.6511 -2.4650 0.0 -0.6 -0.6 0.5128
H 0.6770 -2.5053 -0.2803 0.3 -0.3 -0.5 0.3590
H -1.0898 -1.8950 0.7055 -2.5 -1.2 -1.1 0.2568
```
Positions in Å, forces in eV/Å.

As for the multiplicity: 1.

In eV, the energy relative to the best compared isomer or geometry (same formula, charge and spin) values for the records above are, in order, 2.825 1.730 2.124 5.610 0.532.
In eV, the total energy values for the records above are, in order, -81258.634 -34031.576 -12049.287 -5788.248 -43007.557.